#a
Here is a cluster of 2 separate species, CH2N2O2 in total from OMol25. Energies are from ωB97M-V with the def2-TZVPD basis set.

Last column: natural (NBO) charge in e.
Element x y z (Å)
O1 -0.198 -1.852 -0.164  -0.502
O2 0.919 -1.663 1.792  -0.516
N1 -0.917 1.198 -0.765  -0.272
N2 0.275 1.415 -0.557  -0.335
C1 0.365 -1.738 0.799  1.016
H1 -1.322 1.266 0.237  0.301
H2 0.878 1.373 -1.342  0.307

Results
E_HOMO = -9.48 eV
SMILES string = [H]/N=N/[H].O=C=O
Net charge = 0
HOMO-LUMO gap = 10.09 eV

#b
Here is the molecule CH2N2O2 from OMol25. Energies are from ωB97M-V with the def2-TZVPD basis set.

Last column: natural (NBO) charge in e.
Element x y z (Å)
O1 -0.432 -0.892 1.591  -0.593
O2 0.928 1.264 -2.306  -0.460
N1 0.291 0.221 -0.252  -0.461
N2 -0.109 -1.006 0.197  0.020
C1 0.213 0.976 -1.393  0.603
H1 0.368 0.883 0.453  0.401
H2 -1.260 -1.445 1.710  0.488

Results
E_HOMO (spin up / spin down) = -8.44 / -8.89 eV
Net charge = 0
HOMO-LUMO gap (spin up / spin down) = 8.43 / 8.66 eV

#a is preferred energetically. Next in line: 414.2 kJ/mol higher.

#a
Here is the molecule C3H6S3 from OMol25. Energies are from ωB97M-V with the def2-TZVPD basis set.

Last column: natural (NBO) charge in e.
Element x y z (Å)
S1 0.492 2.196 0.295  0.033
S2 1.428 -0.480 -0.396  0.326
S3 -1.516 0.080 0.340  0.328
C1 1.020 -2.089 0.330  -0.768
C2 -1.783 -1.316 -0.790  -0.767
C3 0.136 0.617 0.084  -0.550
H1 0.524 -2.738 -0.389  0.218
H2 -2.833 -1.239 -1.138  0.244
H3 1.970 -2.514 0.642  0.241
H4 -1.124 -1.263 -1.654  0.238
H5 0.369 -1.992 1.232  0.240
H6 -1.618 -2.273 -0.271  0.219

Results
E_HOMO = -8.44 eV
Net charge = 0
HOMO-LUMO gap = 8.20 eV

#b
Here is the molecule C3H6S3 from OMol25. Energies are from ωB97M-V with the def2-TZVPD basis set.

Last column: natural (NBO) charge in e.
Element x y z (Å)
S1 -0.123 0.525 1.592  0.304
S2 1.972 0.274 -1.343  -0.038
S3 -1.379 -0.624 -0.850  0.048
C1 -0.213 -0.598 0.218  -0.358
C2 1.136 -1.083 -0.394  -0.626
C3 -1.850 1.214 1.580  -0.725
H1 -1.835 2.181 2.347  0.245
H2 2.011 -1.643 0.292  0.250
H3 -2.405 0.285 1.946  0.239
H4 1.498 -0.296 -2.744  0.159
H5 -2.141 1.431 0.605  0.234
H6 0.913 -1.953 -1.253  0.268

Results
E_HOMO = -8.73 eV
SMILES string = CSC(=S)CS
Net charge = 0
HOMO-LUMO gap = 8.33 eV

#a is preferred energetically. Next in line: 199.2 kJ/mol higher.

#a
Here is a structure of composition C3H6S3 from OMol25. Energies are from ωB97M-V with the def2-TZVPD basis set.

Last column: natural (NBO) charge in e.
Element x y z (Å)
S1 0.456 -1.325 -0.622  0.238
S2 0.985 1.398 0.313  0.288
S3 3.284 -0.417 -0.009  0.136
C1 -0.445 1.540 -0.617  -0.814
C2 -0.857 -1.452 0.687  -0.770
C3 1.740 -0.185 -0.191  -0.545
H1 -2.127 -1.594 0.264  0.256
H2 -0.319 1.055 -1.643  0.271
H3 -0.701 -0.556 1.295  0.227
H4 -0.277 2.636 -0.844  0.241
H5 -1.186 1.456 0.059  0.222
H6 -0.551 -2.556 1.307  0.251

Results
E_HOMO = -8.64 eV
Net charge = 0
HOMO-LUMO gap = 8.13 eV

#b
Here is the molecule C3H6S3 from OMol25. Energies are from ωB97M-V with the def2-TZVPD basis set.

Last column: natural (NBO) charge in e.
Element x y z (Å)
S1 -1.229 -1.092 -0.566  -0.009
S2 -1.365 1.721 1.433  -0.008
S3 1.698 -0.172 -0.541  0.315
C1 0.006 0.493 1.406  -0.599
C2 1.575 -1.254 -2.001  -0.723
C3 0.060 -0.287 0.071  -0.304
H1 1.018 0.820 1.689  0.231
H2 -0.935 2.631 0.485  0.132
H3 1.831 -2.155 -1.451  0.232
H4 2.319 -0.907 -2.643  0.226
H5 0.551 -1.150 -2.282  0.254
H6 -0.288 -0.268 2.140  0.254

Results
E_HOMO = -8.74 eV
SMILES string = CSC(=S)CS
Net charge = 0
HOMO-LUMO gap = 8.53 eV

#c
Here is the molecule C3H6S3 from OMol25. Energies are from ωB97M-V with the def2-TZVPD basis set.

Last column: natural (NBO) charge in e.
Element x y z (Å)
S1 -3.699 -0.499 -0.525  0.045
S2 0.558 0.913 -0.094  0.291
S3 3.348 -0.686 -0.430  0.101
C1 2.454 0.734 -0.698  -0.640
C2 -2.230 0.462 -0.463  -0.342
C3 -1.112 0.046 0.094  -0.394
H1 -1.007 -0.943 0.518  0.199
H2 -3.150 -1.649 -0.121  0.121
H3 0.905 0.552 1.142  0.111
H4 -2.357 1.435 -0.901  0.228
H5 2.363 0.892 -1.771  0.180
H6 3.477 -0.530 0.900  0.099

Results
E_HOMO = -7.75 eV
Net charge = 0
HOMO-LUMO gap = 7.67 eV

#b is preferred energetically. Next in line: 220.7 kJ/mol higher.

#a
Here is the molecule C3H6S3 from OMol25. Energies are from ωB97M-V with the def2-TZVPD basis set.

Last column: natural (NBO) charge in e.
Element x y z (Å)
S1 -1.772 -1.265 1.363  0.004
S2 0.149 0.404 -2.236  -0.017
S3 1.953 0.756 0.671  0.009
C1 -0.448 -0.733 0.347  -0.386
C2 -0.648 0.454 -0.584  -0.356
C3 0.191 0.599 0.678  -0.387
H1 -0.249 1.155 1.553  0.257
H2 0.672 1.634 -2.214  0.136
H3 2.310 -0.181 -0.189  0.126
H4 0.261 -1.433 0.035  0.236
H5 -1.649 0.929 -0.518  0.236
H6 -1.180 -2.356 1.919  0.141

Results
E_HOMO = -8.62 eV
SMILES string = S[C@H]1[C@H](S)[C@H]1S
Net charge = 0
HOMO-LUMO gap = 9.30 eV

#b
Here is the molecule C3H6S3 from OMol25. Energies are from ωB97M-V with the def2-TZVPD basis set.

Last column: natural (NBO) charge in e.
Element x y z (Å)
S1 -1.236 1.096 0.006  0.361
S2 0.779 -1.162 0.256  0.185
S3 -3.828 -0.578 -0.196  0.087
C1 -0.119 0.320 1.015  -0.696
C2 1.735 0.036 -0.878  -0.814
C3 -2.241 -0.369 0.078  -0.575
H1 2.130 1.069 -0.225  0.221
H2 -0.592 0.139 1.895  0.221
H3 -1.598 -1.518 0.013  0.247
H4 1.100 0.331 -1.909  0.256
H5 2.948 -0.398 -1.163  0.255
H6 0.921 1.036 1.108  0.254

Results
E_HOMO = -8.46 eV
SMILES string = CSCSC=S
Net charge = 0
HOMO-LUMO gap = 7.95 eV

#a is preferred energetically. Next in line: 287.7 kJ/mol higher.

#a
Here is a cluster of 2 separate species, C2H6O in total from OMol25. Energies are from ωB97M-V with the def2-TZVPD basis set.

Last column: natural (NBO) charge in e.
Element x y z (Å)
O1 -2.411 0.034 -1.213  -0.935
C1 1.498 -0.585 0.382  -0.356
C2 1.020 0.629 0.136  -0.436
H1 0.842 -1.489 0.155  0.195
H2 -2.393 -0.736 -0.627  0.466
H3 1.599 1.421 0.648  0.197
H4 -2.671 0.799 -0.576  0.470
H5 2.550 -0.656 0.905  0.197
H6 -0.033 0.583 0.190  0.202

Results
E_HOMO = -10.18 eV
SMILES string = C=C.O
Net charge = 0
HOMO-LUMO gap = 11.01 eV

#b
Here is the molecule C2H6O from OMol25. Energies are from ωB97M-V with the def2-TZVPD basis set.

Last column: natural (NBO) charge in e.
Element x y z (Å)
O1 -0.439 0.652 -0.144  -0.570
C1 0.056 -0.334 -1.200  -0.262
C2 -0.066 0.405 1.244  -0.238
H1 0.611 1.232 1.618  0.172
H2 0.488 -0.529 1.262  0.170
H3 -0.962 0.410 1.811  0.183
H4 0.539 -1.225 -0.872  0.177
H5 -0.839 -0.774 -1.728  0.180
H6 0.613 0.165 -1.990  0.188

Results
E_HOMO = -9.68 eV
SMILES string = COC
Net charge = 0
HOMO-LUMO gap = 10.82 eV

#b is preferred energetically. Next in line: 47.3 kJ/mol higher.

#a
Here is a cluster of 2 separate species, C2H6O in total from OMol25. Energies are from ωB97M-V with the def2-TZVPD basis set.

Last column: natural (NBO) charge in e.
Element x y z (Å)
O1 -1.533 1.000 -1.619  -0.929
C1 0.346 -0.589 0.690  -0.396
C2 1.640 -0.614 1.209  -0.376
H1 -0.341 0.069 0.995  0.163
H2 -0.224 -1.279 0.012  0.197
H3 -2.391 0.587 -1.474  0.463
H4 -1.068 0.768 -0.739  0.466
H5 2.617 -1.121 0.871  0.221
H6 1.759 0.196 1.897  0.190

Results
E_HOMO = -10.25 eV
SMILES string = C=C.O
Net charge = 0
HOMO-LUMO gap = 11.17 eV

#b
Here is the molecule C2H6O from OMol25. Energies are from ωB97M-V with the def2-TZVPD basis set.

Last column: natural (NBO) charge in e.
Element x y z (Å)
O1 0.006 -0.779 0.003  -0.533
C1 -1.167 -0.008 0.001  -0.259
C2 1.136 -0.022 -0.003  -0.246
H1 1.965 -0.678 -0.102  0.186
H2 -1.165 0.587 -0.950  0.169
H3 1.341 0.470 0.991  0.156
H4 -1.972 -0.783 -0.045  0.193
H5 1.223 0.639 -0.831  0.162
H6 -1.366 0.573 0.936  0.172

Results
E_HOMO = -9.94 eV
SMILES string = COC
Net charge = 0
HOMO-LUMO gap = 11.07 eV

#b is preferred energetically. Next in line: 77.9 kJ/mol higher.

#a
Here is a cluster of 2 separate species, C2H6O in total from OMol25. Energies are from ωB97M-V with the def2-TZVPD basis set.

Last column: natural (NBO) charge in e.
Element x y z (Å)
O1 1.399 -0.516 -2.454  -0.949
C1 -0.905 -0.877 0.416  -0.352
C2 0.000 0.000 0.000  -0.464
H1 -0.424 0.768 -0.657  0.211
H2 1.075 0.045 0.209  0.215
H3 -0.692 -1.758 1.032  0.198
H4 0.993 -0.459 -1.559  0.473
H5 1.255 -1.449 -2.732  0.468
H6 -1.918 -0.770 0.012  0.199

Results
E_HOMO = -10.64 eV
SMILES string = C=C.O
Net charge = 0
HOMO-LUMO gap = 11.72 eV

#b
Here is the molecule C2H6O from OMol25. Energies are from ωB97M-V with the def2-TZVPD basis set.

Last column: natural (NBO) charge in e.
Element x y z (Å)
O1 1.200 -0.907 0.429  -0.728
C1 0.504 0.281 0.073  -0.062
C2 -0.996 0.032 -0.027  -0.627
H1 1.889 -1.078 -0.222  0.472
H2 -1.192 -0.821 -0.682  0.209
H3 -1.487 0.912 -0.456  0.207
H4 0.849 0.692 -0.891  0.158
H5 0.697 1.054 0.832  0.161
H6 -1.464 -0.165 0.943  0.210

Results
E_HOMO = -10.33 eV
SMILES string = CCO
Net charge = 0
HOMO-LUMO gap = 11.34 eV

#b is preferred energetically. Next in line: 79.7 kJ/mol higher.